(1)
A cluster of 2 separate species, C4H10ClN2 in total in a non-equilibrium geometry, computed with wB97M-V/def2-TZVPD.

Geometry as XYZ:
```
17
Properties=species:S:1:pos:R:3:nbo_charge:R:1
Cl 4.27 1.01 -0.09 0.025
N 1.61 0.42 0.18 -0.493
N -1.69 0.98 0.96 -0.624
C 1.85 -1.01 0.06 -0.475
C 2.56 1.19 0.04 0.121
C -2.96 0.00 -0.79 -0.698
C -1.68 0.49 -0.23 0.342
H -3.60 0.81 -0.61 0.259
H 1.81 -1.29 -0.95 0.218
H -0.65 0.38 -0.65 0.274
H -0.83 1.42 1.31 0.441
H -2.96 -0.21 -1.83 0.271
H -2.36 1.09 1.71 0.445
H 1.10 -1.68 0.72 0.207
H 2.31 2.25 0.02 0.187
H 2.88 -1.34 0.49 0.223
H -3.25 -0.78 -0.12 0.275
```

Summary:
ΔE to the lowest compared entry with this formula, charge and spin in kJ/mol: 164.0
Maximum force in Eh/bohr: 0.087
Net charge: +1
Kohn-Sham gap in eV: 8.887
HOMO level in eV: -13.74
2S+1: 1
Electronic energy in Eh: -727.8070


(2)
A structure of composition C4H10ClN2 in a non-equilibrium geometry, computed with wB97M-V/def2-TZVPD.

Geometry as XYZ:
```
17
Properties=species:S:1:pos:R:3:lowdin_spin:R:1
Cl -0.78 -1.11 -2.77 0.191
N 0.10 -0.46 1.19 0.104
N 0.01 -0.20 -1.54 0.778
C -0.87 -0.42 0.22 0.703
C 1.14 -1.44 0.84 0.041
C -0.87 0.70 -0.77 0.095
C -0.10 2.02 -0.35 0.021
H -1.78 0.87 -1.18 0.008
H 1.77 -1.75 1.65 0.005
H 0.51 0.45 1.12 0.002
H -0.30 -0.75 2.10 0.027
H 0.25 2.40 -1.28 0.000
H -0.92 2.67 0.06 0.002
H 1.83 -1.04 0.03 0.000
H 0.74 1.81 0.35 0.000
H -1.43 -1.36 -0.07 0.022
H 0.71 -2.39 0.42 0.001
```

Summary:
ΔE to the lowest compared entry with this formula, charge and spin in kJ/mol: 132.2
Maximum force in Eh/bohr: 0.114
Net charge: +1
Kohn-Sham gap (alpha / beta) in eV: 8.607 / 7.942
HOMO level (alpha / beta) in eV: -11.93 / -14.29
<S²>: 2.0093
2S+1: 3
Electronic energy in Eh: -727.6313


(3)
The molecule C4H10ClN2O2P in a non-equilibrium geometry, computed with wB97M-V/def2-TZVPD.

Geometry as XYZ:
```
20
Properties=species:S:1:pos:R:3:lowdin_spin:R:1
Cl 0.70 1.25 0.99 0.686
P 2.26 -0.26 -0.13 0.053
O 2.22 0.50 -1.41 0.033
O 1.50 -1.47 0.25 0.066
N -1.97 0.12 0.10 0.278
N 3.48 0.20 0.87 0.020
C -0.09 1.62 -0.58 0.388
C -2.59 -1.12 -0.14 0.115
C -1.67 -0.93 1.03 0.095
C -0.93 0.37 -0.85 0.139
H -0.85 -1.56 0.91 0.001
H -3.70 -1.27 0.16 0.007
H -0.71 2.53 -0.43 0.026
H -0.08 -0.28 -0.96 0.027
H -2.17 -1.80 -0.88 0.003
H -1.27 0.56 -1.79 0.019
H -2.22 -0.99 1.89 0.008
H 3.46 -0.30 1.74 0.011
H 3.93 1.02 0.46 0.001
H 0.67 1.81 -1.25 0.023
```

Summary:
ΔE to the lowest compared entry with this formula, charge and spin in kJ/mol: 0.0
Maximum force in Eh/bohr: 0.101
Kohn-Sham gap (alpha / beta) in eV: 3.959 / 5.411
HOMO level (alpha / beta) in eV: -3.30 / -9.93
<S²>: 2.0073
2S+1: 3
Electronic energy in Eh: -1219.6912